[1]
# C40H126N10O18

A cluster of 18 separate species, C40H126N10O18 in total in a non-equilibrium geometry (ωB97M-V/def2-TZVPD, the Open Molecules 2025 dataset).

Properties
- E_LUMO (eV) = 0.0
- E_tot (hartree) = -3501.2255
- HOMO energy (eV) = -8.1
- orbital gap (eV) = 8.168
- M (g/mol) = 1035.500
- energy relative to the best compared isomer or geometry (same formula, charge and spin) (kcal/mol) = 64.4

XYZ file:
```
194
Properties=species:S:1:pos:R:3:lowdin_charge:R:1
O 0.815 7.710 3.043 -0.1763
O 4.924 2.261 3.385 -0.2213
O 2.031 -2.271 -1.366 -0.0530
O -1.478 -4.931 2.568 -0.1794
O -0.933 -6.931 -0.442 -0.1838
O -4.109 -2.745 -5.570 -0.0580
O 4.566 3.366 -3.341 -0.1763
O -6.754 -3.916 0.914 -0.1719
O 0.917 -3.567 -3.773 -0.0426
O -5.000 -0.192 -0.241 -0.0791
O 6.796 0.855 -1.504 -0.2238
O -3.413 5.717 -5.666 -0.1954
O -1.876 1.235 -4.845 -0.0590
O -1.648 -2.317 -3.826 -0.0488
O 0.741 0.073 -0.440 -0.2363
O 0.149 -0.438 -4.946 -0.0595
O -1.800 -1.077 4.053 -0.2034
O -1.554 3.955 -0.561 -0.0648
N -6.962 -4.534 -1.911 0.0474
N 2.519 0.477 -3.779 0.0436
N -2.930 3.277 -3.114 0.0377
N 6.696 5.477 2.908 0.0366
N -2.937 -7.327 3.602 0.0301
N 4.855 -1.292 -1.188 0.0492
N -2.781 -0.620 -1.659 0.0502
N 0.846 -8.964 0.979 0.0255
N 0.491 5.753 -0.200 0.0338
N 0.696 0.308 6.331 0.0225
C -0.817 -0.200 4.485 -0.2424
C 1.589 5.006 1.894 -0.0425
C -6.854 -2.867 1.911 -0.0875
C -2.838 -4.886 2.858 -0.2053
C -5.855 -3.431 -0.045 -0.2558
C -2.966 4.575 -3.765 -0.4207
C 5.362 4.183 1.322 -0.0735
C -1.281 -1.909 -0.295 -0.0417
C 3.638 2.339 4.060 -0.0546
C 4.444 -0.513 1.186 -0.0395
C 4.819 -0.167 -0.246 -0.3912
C -4.323 5.927 -6.700 -0.1412
C 5.581 4.556 2.768 -0.4536
C 4.093 2.097 -3.020 -0.2282
C 5.716 3.756 -2.537 -0.0663
C -0.468 7.950 3.576 -0.1148
C 1.689 -7.187 2.354 -0.0633
C 1.586 2.584 -3.079 -0.0171
C 0.546 5.962 1.267 -0.3842
C -0.525 -0.389 5.964 -0.4419
C -1.563 5.185 -3.709 -0.0495
C -0.463 0.308 -1.198 -0.1474
C -2.972 -0.467 3.580 -0.0867
C 5.879 3.278 3.627 -0.1834
C 8.152 1.399 -1.448 -0.0762
C -3.345 -6.333 2.591 -0.3821
C 0.302 -6.614 0.258 -0.1843
C -5.706 -4.447 -1.156 -0.4405
C -1.375 -6.011 -1.428 -0.1022
C 0.500 -7.592 1.443 -0.3892
C -1.675 0.197 6.834 -0.0357
C -3.459 4.350 -5.174 -0.1813
C -4.619 -4.067 -2.119 -0.0616
C 6.234 0.535 -0.231 -0.1890
C -4.894 -6.494 2.495 -0.0443
C 0.838 7.449 1.646 -0.1950
C -0.846 -3.693 2.846 -0.1076
C 2.795 1.866 -3.801 -0.3838
C 0.775 0.719 0.859 -0.0454
C -1.728 -0.497 -0.686 -0.3672
H -3.584 -1.299 3.232 0.0853
H 1.552 4.930 2.980 0.0767
H -0.892 4.702 -4.420 0.0800
H -1.027 8.753 3.095 0.0878
H 0.605 2.346 -3.490 0.0682
H 1.425 4.007 1.489 0.0622
H 0.489 -1.107 -5.541 0.0661
H 8.901 0.781 -0.952 0.0870
H -0.880 0.862 4.247 0.1308
H -5.110 0.759 -0.227 0.0239
H 3.372 -0.030 -3.967 0.0921
H 2.331 0.363 -2.793 0.0719
H -3.710 -3.957 -1.527 0.0557
H -1.406 -2.901 2.348 0.0517
H -5.917 -2.859 2.469 0.0646
H -2.560 3.347 -2.177 0.0181
H -2.591 -0.267 6.469 0.0623
H 0.027 -0.446 3.841 0.1099
H 4.173 0.599 -0.676 0.1086
H -7.568 -3.197 2.666 0.0848
H -4.903 -3.247 0.453 0.1069
H 1.543 -8.971 0.249 0.0651
H 5.665 3.310 -1.544 0.0588
H 1.410 5.965 -0.560 0.0920
H 0.366 -5.583 0.607 0.0989
H -1.028 -3.025 -3.648 0.0160
H 3.073 3.226 3.773 0.0658
H -0.720 -5.912 -2.294 0.0805
H -5.221 -6.129 1.522 0.0545
H 3.055 1.543 3.596 0.0666
H 4.372 0.438 1.715 0.0596
H 4.667 5.028 3.127 0.1191
H 6.812 5.697 3.887 0.0695
H 2.615 5.287 1.655 0.0628
H -2.910 -6.681 1.655 0.1268
H 2.624 -7.149 1.796 0.0704
H -6.948 -3.695 -2.472 0.0621
H -7.010 -1.831 1.613 0.0882
H 0.127 8.108 1.148 0.1164
H -1.152 -1.691 -4.353 -0.0061
H 1.707 0.689 1.424 0.0672
H 6.705 3.483 -2.905 0.0766
H -1.119 7.078 3.635 0.0822
H -5.071 -7.558 2.654 0.0705
H 0.061 0.239 1.528 0.0743
H 3.688 2.120 5.127 0.0908
H -5.347 5.897 -6.327 0.0860
H -5.500 -5.441 -0.759 0.1291
H 0.007 -9.277 0.512 0.0597
H 5.264 -1.101 1.597 0.0879
H 4.514 3.499 1.357 0.0701
H 4.936 1.481 -3.336 0.1291
H 0.855 -0.056 7.260 0.0710
H -2.629 0.992 -5.384 0.0558
H -2.370 2.609 -3.625 0.0108
H -1.577 -5.002 -1.068 0.0670
H 1.588 -1.522 -0.967 -0.0096
H -0.144 6.387 -0.664 0.0871
H -4.212 5.210 -7.513 0.0832
H -1.008 5.210 -2.771 0.0448
H 1.541 -6.197 2.785 0.0632
H 3.511 -1.068 1.278 0.0759
H -0.296 8.259 4.607 0.0901
H -1.738 6.216 -4.018 0.0685
H 2.916 2.231 -4.821 0.1481
H 6.992 -0.092 0.239 0.1202
H -1.951 3.980 0.309 0.0425
H -3.169 -7.076 4.552 0.0687
H -2.671 0.076 -2.383 0.0822
H -0.432 -7.674 2.002 0.1154
H -2.254 -6.506 -1.840 0.0886
H 1.483 2.364 -2.017 0.0673
H -0.851 -3.396 3.895 0.0804
H -0.531 -1.965 0.494 0.0659
H -1.929 -7.387 3.606 0.0458
H -0.740 1.353 -1.337 0.1054
H 0.926 0.039 -4.653 0.0046
H 6.130 3.527 4.658 0.1225
H 5.652 -1.905 -1.092 0.0902
H -2.112 -0.025 0.219 0.1201
H 1.159 -2.966 -3.069 -0.0038
H -0.315 -1.432 6.202 0.1359
H -0.777 4.510 -0.486 -0.0404
H -4.167 -0.330 -0.693 -0.0577
H -1.717 1.258 6.588 0.0850
H -6.165 -2.492 -0.503 0.1169
H -2.735 -1.438 -2.248 0.0562
H 1.102 -3.082 -4.577 0.0277
H 0.167 -3.539 2.473 0.0869
H -4.439 -4.920 -2.773 0.0860
H 5.039 -0.934 -2.115 0.0659
H -2.804 3.711 -5.766 0.1159
H -2.824 0.289 2.810 0.0873
H 1.763 3.656 -3.157 0.0791
H 5.741 4.842 -2.446 0.0879
H 8.475 1.588 -2.471 0.0841
H -4.406 3.814 -5.240 0.1259
H -4.250 6.871 -7.241 0.0818
H -7.779 -4.444 -1.324 0.0641
H 5.207 4.997 0.614 0.0808
H 8.124 2.404 -1.025 0.0776
H -3.546 -0.065 4.415 0.0807
H 6.802 2.847 3.240 0.1240
H -1.327 0.451 -4.832 -0.0267
H -3.373 -4.139 2.272 0.1065
H -3.491 -3.278 -6.070 0.0277
H -0.414 5.736 1.731 0.1254
H -4.826 -3.172 -2.705 0.0801
H 1.421 -0.128 5.779 0.0629
H 0.631 1.793 0.747 0.0759
H 3.864 2.167 -1.957 0.1142
H -0.807 -2.451 -1.114 0.0704
H 2.961 -2.110 -1.212 -0.0110
H 6.160 1.420 0.401 0.0990
H -3.044 -4.567 3.880 0.1248
H 6.215 3.579 1.013 0.0661
H 1.835 -7.984 3.083 0.0725
H 1.161 -6.444 -0.391 0.1203
H -5.390 -5.992 3.326 0.0733
H -3.559 -2.228 -4.982 -0.0133
H 1.811 7.723 1.240 0.1233
H -0.193 0.019 -2.213 0.1090
H -3.729 5.224 -3.335 0.1403
H -2.149 -2.510 -0.026 0.0745
H 6.405 6.327 2.446 0.0719
H -1.543 -0.143 7.862 0.0778
```

[2]
# C34H51FO18SSi

A cluster of 7 separate species, C34H51FO18SSi in total in a non-equilibrium geometry (ωB97M-V/def2-TZVPD, the Open Molecules 2025 dataset).

Properties
- E_LUMO (eV) = 0.3
- E_tot (hartree) = -3468.1677
- HOMO energy (eV) = -8.9
- orbital gap (eV) = 9.164
- M (g/mol) = 826.915

XYZ file:
```
106
Properties=species:S:1:pos:R:3:lowdin_charge:R:1
S -12.938 2.731 -4.651 0.4160
Si -11.128 1.596 -4.986 0.3494
F -10.691 -2.436 -5.131 -0.0731
O -4.561 -3.918 -9.402 0.0612
O 6.035 0.066 3.050 0.0670
O 9.719 2.660 7.122 0.0672
O 0.380 2.794 1.710 0.1452
O -4.607 -1.708 -9.721 0.0833
O 6.207 -2.144 3.292 0.0777
O 6.142 -2.101 7.573 0.1593
O -1.926 0.379 -2.396 0.0891
O -5.010 -3.097 -11.453 0.1644
O -2.393 -0.985 -4.129 0.1404
O 10.791 2.552 5.166 0.0874
O -1.779 -1.831 -2.132 0.0618
O 2.198 1.939 0.684 0.0772
O 5.580 -1.290 1.304 0.1390
O 5.278 -3.837 6.423 0.0536
O 9.779 0.713 5.991 0.1453
O 2.435 3.613 2.140 0.0679
O 4.363 -3.237 8.367 0.0928
C -9.828 2.180 -3.726 -0.2463
C -3.672 -0.878 -7.635 -0.0194
C -7.917 0.660 -3.221 -0.0381
C 11.977 4.675 5.120 -0.0227
C 7.071 0.877 5.103 -0.0205
C 5.338 -2.972 7.466 -0.5540
C -1.766 0.153 -0.981 -0.3213
C 4.361 -4.879 6.779 -0.0865
C 3.558 2.395 0.554 -0.3166
C 5.910 -1.141 2.441 -0.5580
C -6.124 -0.953 -2.620 -0.0315
C -2.064 -0.826 -2.995 -0.5656
C -1.186 -1.240 -0.967 -0.0914
C 4.507 1.243 0.339 -0.0202
C -8.486 1.545 -4.095 -0.3223
C -11.547 -0.235 -4.821 -0.2851
C 2.855 -5.093 8.811 -0.0219
C -4.753 -2.924 -10.307 -0.5604
C 10.713 3.947 5.507 -0.3323
C -4.024 -3.322 -8.215 -0.0954
C -10.350 -1.163 -4.662 -0.2649
C -6.730 0.050 -3.568 -0.2748
C -7.906 1.853 -5.306 -0.0807
C -4.549 -1.909 -8.299 -0.3297
C 1.557 2.783 1.528 -0.5536
C 6.799 -1.556 4.466 -0.0731
C -0.885 1.201 -0.349 -0.0299
C -6.725 1.250 -5.637 -0.0709
C 3.755 3.123 1.860 -0.0880
C 3.458 -4.184 7.770 -0.3277
C 6.201 -0.175 4.465 -0.3093
C 10.460 3.879 6.995 -0.0944
C -6.164 0.369 -4.761 -0.0599
C 10.070 1.861 6.084 -0.5639
H 0.035 1.328 -0.919 0.0919
H -5.490 -1.665 -3.146 0.0792
H 5.207 -0.175 4.924 0.1601
H 3.630 -5.510 9.455 0.0936
H 11.983 5.687 5.526 0.0915
H 2.171 -4.538 9.452 0.0875
H -10.599 1.873 -6.329 -0.0061
H -2.933 -3.376 -8.258 0.1401
H -13.023 2.717 -3.309 -0.2004
H -1.457 -1.802 -0.075 0.1383
H 11.377 3.795 7.582 0.1407
H -4.373 -3.851 -7.331 0.1387
H 6.551 1.838 5.122 0.0892
H -2.760 0.170 -0.526 0.1549
H -5.219 -0.083 -5.049 0.1023
H 7.329 0.601 6.122 0.0927
H 5.544 1.570 0.409 0.1005
H -4.141 0.105 -7.682 0.0793
H -12.036 -0.526 -5.754 0.0804
H 7.885 -1.554 4.348 0.1503
H 4.064 2.462 2.674 0.1347
H 3.830 -5.236 5.900 0.1418
H -9.724 3.264 -3.792 0.0806
H 12.856 4.140 5.481 0.0934
H 3.598 3.088 -0.292 0.1580
H 2.673 -3.620 7.258 0.1592
H -3.495 -1.128 -6.587 0.0720
H -10.079 -1.295 -3.614 0.1104
H -5.569 -1.846 -7.909 0.1574
H -6.276 1.476 -6.596 0.1067
H 9.876 4.720 7.363 0.1393
H -8.406 2.539 -5.974 0.1007
H 4.350 0.801 -0.646 0.0946
H -12.222 -0.401 -3.981 0.0748
H -8.406 0.434 -2.283 0.1245
H 12.064 4.737 4.035 0.0870
H -0.100 -1.252 -1.082 0.1413
H -2.712 -0.796 -8.147 0.0949
H 9.855 4.374 4.982 0.1581
H 6.538 -2.122 5.353 0.0971
H -5.620 -0.442 -1.800 0.0806
H -9.459 -0.841 -5.205 0.1052
H 2.304 -5.909 8.342 0.0922
H -10.140 1.904 -2.718 0.0774
H 4.460 3.948 1.782 0.1389
H -0.634 0.938 0.673 0.0815
H -6.946 -1.532 -2.193 0.0764
H 4.334 0.462 1.063 0.0585
H -1.389 2.166 -0.340 0.0926
H 4.924 -5.705 7.218 0.1419
H 7.981 1.016 4.528 0.0814
```

[3]
# C4H15N2O5

A cluster of 4 separate species, C4H15N2O5 in total in a non-equilibrium geometry (ωB97M-V/def2-TZVPD, the Open Molecules 2025 dataset).

Properties
- E_LUMO (eV) = -3.2
- net charge = +1
- E_tot (hartree) = -646.9022
- HOMO energy (eV) = -13.8
- orbital gap (eV) = 10.602
- M (g/mol) = 171.173
- energy relative to the best compared isomer or geometry (same formula, charge and spin) (kcal/mol) = 28.0

XYZ file:
```
26
Properties=species:S:1:pos:R:3:lowdin_charge:R:1
O -1.054 -0.880 -3.314 0.1328
O 2.866 1.976 -0.253 -0.0323
O -2.755 0.748 2.415 -0.0636
O -0.587 2.651 1.437 -0.0393
O -0.048 -0.879 1.555 0.0411
N 1.539 -2.385 1.006 0.2049
N 0.296 0.843 -0.448 0.2058
C -0.869 -0.040 -2.499 -0.1988
C 0.124 -0.313 -1.357 -0.2230
C -0.061 -1.659 -0.704 -0.0261
C 0.452 -1.648 0.749 -0.5049
H 3.672 1.853 0.259 0.0742
H 1.783 -2.487 1.988 0.1345
H 0.384 -2.493 -1.232 0.1320
H -0.020 0.596 0.498 0.0970
H -1.897 1.025 2.064 -0.0259
H 2.050 -3.022 0.418 0.1239
H 0.988 -0.302 -2.019 0.1663
H -0.241 1.671 -0.694 0.1486
H 0.238 2.642 1.940 0.0712
H 3.063 2.575 -0.988 0.0794
H -2.578 -0.204 2.504 0.0362
H -1.149 3.289 1.889 0.0779
H 1.278 1.136 -0.346 0.1053
H -1.358 0.952 -2.527 0.1422
H -1.098 -1.947 -0.625 0.1408
```

[4]
# BrIO2S2

The molecule BrIO2S2 in a non-equilibrium geometry (ωB97M-V/def2-TZVPD, the Open Molecules 2025 dataset).

Properties
- E_LUMO (eV) = -1.0
- E_tot (hartree) = -3818.5053
- HOMO energy (eV) = -9.2
- orbital gap (eV) = 8.263
- M (g/mol) = 302.940
- energy relative to the best compared isomer or geometry (same formula, charge and spin) (kcal/mol) = 9.5

XYZ file:
```
6
Properties=species:S:1:pos:R:3:lowdin_charge:R:1
I 0.956 -2.226 -1.127 0.4543
Br -1.067 -1.112 2.546 0.2399
S 0.520 0.164 -0.858 0.4765
S -2.134 -0.900 0.701 0.3381
O 1.484 0.562 0.049 -0.5144
O -1.085 0.157 -0.109 -0.9944
```